Model i:
The following is a DFT calculation (ωB97M-V with the def2-TZVPD basis set) of one molecule with the formula C4H9NOS2.

```
17
C4H9NOS2 (ωB97M-V with the def2-TZVPD basis set)
C -1.368 -1.303 -0.189
C -2.247 -0.820 0.955
C 0.672 -0.120 -0.322
C 2.478 1.915 -0.422
N -0.003 -1.214 0.026
O -2.275 1.395 -0.504
S 2.327 0.089 -0.172
S -2.352 1.003 0.962
H -1.684 -2.387 -0.347
H -1.661 -0.560 -1.094
H -3.356 -1.113 0.728
H -1.934 -1.197 1.934
H 0.003 0.557 -0.927
H 3.453 2.139 -0.836
H 2.205 2.493 0.545
H 1.617 2.055 -0.993
H 0.342 -1.965 0.518
```

The frontier orbital gap (alpha / beta) comes out at 8.0090 / 4.5555 eV. The value obtained for the LUMO energy (alpha / beta) is 0.474 / -0.892 eV.

Results of the Mulliken charge analysis, in e, for atoms 1 through 4: -0.771 -0.524 0.042 -0.697

Model ii:
The following is a DFT calculation (ωB97M-V with the def2-TZVPD basis set) of one molecule with the formula C4H9NOS2.

```
17
C4H9NOS2 (ωB97M-V with the def2-TZVPD basis set)
C -0.946 -1.326 -1.448
O -0.913 -0.650 -0.217
C 0.220 -0.871 0.539
C -0.078 -0.410 1.949
S 1.711 -0.081 -0.214
C 1.286 1.643 -0.483
N 0.018 2.004 -0.405
S 2.542 2.651 -0.734
H -0.197 -0.862 -2.176
H -0.731 -2.420 -1.362
H -1.935 -1.208 -1.872
H 0.474 -1.913 0.551
H -0.301 0.734 1.998
H -0.929 -0.947 2.323
H 0.759 -0.607 2.628
H -0.720 1.328 -0.333
H -0.262 2.936 -0.744
```

The frontier orbital gap comes out at 8.9317 eV. The value obtained for the LUMO energy is 0.647 eV. Its structure (SMILES) is CO[C@H](C)SC(N)=S.

Results of the Mulliken charge analysis, in e, for atoms 1 through 4: -0.675 -0.465 0.081 -1.208

model ii is preferred energetically. Next in line: 323.8 kJ/mol higher.